(1)
The following is a quantum chemistry calculation of C39H35BrCoN8O2 as an isolated structure, from the OMol25 dataset.

```
! RIJCOSX wB97M-V def2-TZVPD def2/J DEFGRID3
* xyz 0 4
Co 1.080 -0.145 -0.237
C -2.046 -5.637 2.334
C -1.079 -4.677 1.694
C 0.285 -4.733 1.977
C 1.168 -3.840 1.408
C 0.746 -2.842 0.512
N 1.627 -1.916 -0.009
C 2.885 -2.314 -0.414
C 3.114 -3.571 -1.004
C 4.334 -3.921 -1.542
C 5.406 -3.033 -1.535
C 6.708 -3.338 -2.226
C 5.218 -1.809 -0.918
C 4.001 -1.455 -0.343
N 3.909 -0.200 0.314
C 4.917 0.514 0.863
C 4.372 1.663 1.389
C 3.005 1.572 1.118
N 2.742 0.442 0.476
C -0.631 -2.804 0.221
C -1.515 -3.697 0.821
N -1.125 -1.906 -0.760
C -2.216 -2.081 -1.543
C -2.248 -1.049 -2.451
C -1.121 -0.279 -2.156
N -0.458 -0.804 -1.136
H -1.586 -6.614 2.477
H -2.942 -5.760 1.727
H -2.358 -5.273 3.317
H 0.661 -5.483 2.663
H 2.223 -3.898 1.643
H 2.284 -4.262 -1.065
H 4.448 -4.895 -2.004
H 6.857 -4.411 -2.343
H 7.551 -2.921 -1.673
H 6.717 -2.889 -3.222
H 6.039 -1.103 -0.897
H 5.934 0.168 0.867
H 4.889 2.458 1.896
H 2.212 2.259 1.360
H -2.573 -3.624 0.600
H -2.872 -2.925 -1.434
H -2.983 -0.878 -3.218
H -0.765 0.617 -2.635
Br -6.024 2.256 -5.456
C -5.233 3.484 -4.239
C -6.039 4.244 -3.402
C -5.464 5.108 -2.495
C -4.063 5.211 -2.389
C -3.269 4.455 -3.286
C -3.850 3.603 -4.200
N -3.550 6.012 -1.410
N -2.271 6.035 -1.200
C -1.481 5.035 -0.816
C -0.111 5.058 -1.145
C 0.646 3.913 -1.093
C 0.129 2.670 -0.664
O 0.851 1.610 -0.836
C -1.196 2.684 -0.070
N -1.644 1.561 0.525
C -2.851 1.554 1.043
C -3.696 2.668 1.057
C -3.247 3.831 0.483
C -1.987 3.862 -0.129
H -7.114 4.148 -3.461
H -6.080 5.698 -1.830
H -2.194 4.558 -3.264
H -3.236 3.034 -4.885
H 0.307 5.969 -1.555
H 1.666 3.915 -1.458
H -3.172 0.620 1.497
H -4.672 2.606 1.519
H -3.853 4.727 0.500
C 1.008 -1.098 4.480
C -0.348 -0.397 4.362
C -0.601 -0.495 2.866
O 0.678 -0.293 2.261
C 1.702 -0.715 3.168
H 0.867 -2.178 4.531
H 1.579 -0.773 5.348
H -0.267 0.650 4.662
H -1.133 -0.876 4.946
H -1.266 0.266 2.474
H -0.984 -1.490 2.607
H 2.394 0.118 3.310
H 2.251 -1.555 2.734
*
```

Values from the calculation:
Kohn-Sham gap (spin up / spin down) (eV): 6.706 / 6.224
<S²>: 3.8415
E (eV): -164694.624
E_HOMO (spin up / spin down) (eV): -6.16 / -6.88

(2)
The following is a quantum chemistry calculation of a 7-piece molecular cluster, C13H40N2O7 overall, from the OMol25 dataset.

```
! RIJCOSX wB97M-V def2-TZVPD def2/J DEFGRID3
* xyz 0 1
N 4.579 2.880 0.958
C 4.052 1.883 1.489
N 4.295 0.825 0.817
O 3.453 1.845 2.743
H 4.873 3.673 1.652
H 4.755 2.856 -0.028
H 3.840 -0.097 1.046
H 4.587 0.857 -0.125
C -3.527 -0.225 0.209
C -3.975 -1.004 -1.015
C -5.476 -1.000 -1.242
O -3.408 -0.733 -2.067
H -3.610 0.869 0.092
H -2.515 -0.462 0.278
H -3.988 -0.665 1.074
H -3.734 -2.008 -0.717
H -5.814 0.030 -1.363
H -5.860 -1.387 -0.308
H -5.886 -1.571 -2.029
H -3.382 -1.479 -2.645
C 1.627 -0.891 -1.882
C 0.160 -0.861 -2.104
C -0.317 -2.206 -2.753
O -0.559 -0.680 -1.142
H 2.002 -1.739 -1.337
H 1.886 -0.007 -1.365
H 2.027 -0.894 -2.887
H -0.137 -0.070 -2.846
H -0.057 -3.121 -2.286
H 0.108 -2.304 -3.697
H -1.446 -2.124 -2.845
H -1.419 -0.327 -1.479
C -1.108 3.122 0.445
C 0.195 3.847 0.917
C 1.302 3.875 -0.153
O 0.012 5.032 1.214
H -1.536 3.748 -0.345
H -1.804 2.946 1.222
H -0.861 2.164 0.052
H 0.606 3.342 1.808
H 1.087 4.396 -1.109
H 1.562 2.852 -0.411
H 2.143 4.472 0.183
H 0.101 5.366 0.299
C -1.687 -3.599 0.498
O -1.410 -4.796 -0.230
H -0.775 -3.411 1.047
H -2.521 -3.680 1.209
H -1.805 -2.774 -0.190
H -1.844 -4.720 -1.038
C 0.529 0.469 1.642
O 0.299 -0.873 1.324
H 1.094 1.023 0.836
H 1.000 0.576 2.603
H -0.405 0.875 1.616
H 0.063 -0.858 0.370
C 3.339 -2.410 2.559
O 3.002 -1.498 1.502
H 2.580 -3.139 2.625
H 3.445 -1.884 3.509
H 4.219 -2.936 2.329
H 2.029 -1.389 1.479
*
```

Values from the calculation:
Kohn-Sham gap (eV): 8.946
Energy relative to the best compared isomer or geometry (same formula, charge and spin) (kcal/mol): 170.44
SMILES string: NC(N)=O.CC(C)O.CC(C)O.CC(C)O.CO.CO.CO
E (eV): -31435.784
E_HOMO (eV): -8.67

(3)
The following is a quantum chemistry calculation of one molecule with the formula I2S, from the OMol25 dataset.

```
! RIJCOSX wB97M-V def2-TZVPD def2/J DEFGRID3
* xyz 0 1
I -1.595 -0.546 1.065
S -0.323 1.000 -0.090
I 1.918 -0.453 -0.975
*
```

Values from the calculation:
Kohn-Sham gap (eV): 6.449
Energy relative to the best compared isomer or geometry (same formula, charge and spin) (kcal/mol): 13.33
SMILES string: ISI
E (eV): -27035.920
E_HOMO (eV): -9.14

(4)
The following is a quantum chemistry calculation of C7H13O4P as an isolated structure, from the OMol25 dataset.

```
! RIJCOSX wB97M-V def2-TZVPD def2/J DEFGRID3
* xyz -2 1
C 1.691 -0.997 -0.448
C -1.790 1.158 0.675
C -0.244 1.500 -1.366
C -0.275 -1.304 1.394
C -1.092 -1.399 -0.944
C -0.475 0.891 0.030
C -0.183 -0.630 0.067
O 2.151 0.883 1.567
O 4.062 -0.668 0.768
O 1.766 -1.891 -1.233
O 3.052 1.166 -0.696
P 2.824 0.174 0.417
H -1.705 2.089 1.156
H -2.028 0.332 1.365
H -2.575 1.219 -0.064
H -0.290 2.672 -1.291
H -0.971 1.099 -1.956
H 0.841 1.435 -1.670
H -1.387 -1.455 1.860
H 0.276 -0.562 2.022
H 0.163 -2.353 1.331
H -1.039 -2.506 -0.850
H -2.195 -1.093 -0.856
H -0.873 -0.987 -2.019
H 0.295 1.227 0.744
*
```

Values from the calculation:
Kohn-Sham gap (eV): 5.641
Energy relative to the best compared isomer or geometry (same formula, charge and spin) (kcal/mol): 25.14
E (eV): -24948.263
E_HOMO (eV): 0.17

Q: Which of these has the highest E?
A: C7H13O4P

Q: The lowest E belongs to which entry?
A: C39H35BrCoN8O2

Repeat the second record exactly.
The following is a quantum chemistry calculation of a 7-piece molecular cluster, C13H40N2O7 overall, from the OMol25 dataset.

```
! RIJCOSX wB97M-V def2-TZVPD def2/J DEFGRID3
* xyz 0 1
N 4.579 2.880 0.958
C 4.052 1.883 1.489
N 4.295 0.825 0.817
O 3.453 1.845 2.743
H 4.873 3.673 1.652
H 4.755 2.856 -0.028
H 3.840 -0.097 1.046
H 4.587 0.857 -0.125
C -3.527 -0.225 0.209
C -3.975 -1.004 -1.015
C -5.476 -1.000 -1.242
O -3.408 -0.733 -2.067
H -3.610 0.869 0.092
H -2.515 -0.462 0.278
H -3.988 -0.665 1.074
H -3.734 -2.008 -0.717
H -5.814 0.030 -1.363
H -5.860 -1.387 -0.308
H -5.886 -1.571 -2.029
H -3.382 -1.479 -2.645
C 1.627 -0.891 -1.882
C 0.160 -0.861 -2.104
C -0.317 -2.206 -2.753
O -0.559 -0.680 -1.142
H 2.002 -1.739 -1.337
H 1.886 -0.007 -1.365
H 2.027 -0.894 -2.887
H -0.137 -0.070 -2.846
H -0.057 -3.121 -2.286
H 0.108 -2.304 -3.697
H -1.446 -2.124 -2.845
H -1.419 -0.327 -1.479
C -1.108 3.122 0.445
C 0.195 3.847 0.917
C 1.302 3.875 -0.153
O 0.012 5.032 1.214
H -1.536 3.748 -0.345
H -1.804 2.946 1.222
H -0.861 2.164 0.052
H 0.606 3.342 1.808
H 1.087 4.396 -1.109
H 1.562 2.852 -0.411
H 2.143 4.472 0.183
H 0.101 5.366 0.299
C -1.687 -3.599 0.498
O -1.410 -4.796 -0.230
H -0.775 -3.411 1.047
H -2.521 -3.680 1.209
H -1.805 -2.774 -0.190
H -1.844 -4.720 -1.038
C 0.529 0.469 1.642
O 0.299 -0.873 1.324
H 1.094 1.023 0.836
H 1.000 0.576 2.603
H -0.405 0.875 1.616
H 0.063 -0.858 0.370
C 3.339 -2.410 2.559
O 3.002 -1.498 1.502
H 2.580 -3.139 2.625
H 3.445 -1.884 3.509
H 4.219 -2.936 2.329
H 2.029 -1.389 1.479
*
```

Values from the calculation:
Kohn-Sham gap (eV): 8.946
Energy relative to the best compared isomer or geometry (same formula, charge and spin) (kcal/mol): 170.44
SMILES string: NC(N)=O.CC(C)O.CC(C)O.CC(C)O.CO.CO.CO
E (eV): -31435.784
E_HOMO (eV): -8.67